The following is a quantum chemistry calculation of 12 unconnected molecules or ions with the total composition C62H158N10O22 in a non-equilibrium geometry, from the Open Molecules 2025 dataset.

CARTESIAN COORDINATES (ANGSTROEM)
1 O 4.445 -1.549 6.800
2 O 0.122 0.999 2.147
3 O 4.806 -2.967 -3.880
4 O 7.455 -0.220 5.002
5 O -4.469 0.210 5.835
6 O 2.265 -0.367 -3.962
7 O -0.888 -3.423 3.700
8 O -8.637 2.786 7.383
9 O -1.380 -6.558 0.476
10 O -2.671 4.287 5.911
11 O -7.010 6.829 4.129
12 O 2.307 3.509 -1.519
13 O 3.087 -2.602 -15.910
14 O 5.266 -0.472 0.471
15 O -1.947 4.317 -1.830
16 O 3.121 -0.268 -10.122
17 O 4.425 3.133 4.273
18 O -5.128 0.244 -0.289
19 O -1.006 -0.383 -2.390
20 O 2.137 -5.974 -3.644
21 O -5.610 -0.433 -5.458
22 O 2.420 -4.898 0.505
23 N -1.777 -3.836 1.045
24 N 7.068 2.221 3.550
25 N 4.268 -1.321 3.944
26 N -5.466 4.586 5.089
27 N 2.617 -3.734 -2.125
28 N 1.365 0.770 -1.298
29 N -4.758 2.108 -2.895
30 N 4.020 -1.013 -12.775
31 N -6.702 0.596 7.623
32 N -1.836 1.981 -3.523
33 C -4.185 1.245 -0.584
34 C -7.325 1.286 8.731
35 C 0.309 -3.193 4.399
36 C -5.316 0.873 -3.429
37 C 1.240 0.478 0.129
38 C 5.316 3.875 3.453
39 C 4.266 0.284 -10.737
40 C 2.813 -6.888 -4.444
41 C 6.743 3.611 3.900
42 C -7.254 6.227 5.377
43 C -6.674 8.197 4.261
44 C -1.315 4.210 5.560
45 C -2.257 4.422 -3.208
46 C 3.199 -1.378 6.141
47 C 8.395 0.230 4.041
48 C -1.276 -2.349 2.881
49 C 5.626 -1.900 -3.461
50 C -8.717 1.767 8.403
51 C -6.978 -0.737 -5.293
52 C 1.514 -3.730 -3.126
53 C -1.041 1.551 2.759
54 C 1.927 -4.700 -4.223
55 C -1.027 1.040 -4.279
56 C 3.385 -2.548 -14.535
57 C -4.621 -0.764 0.556
58 C 1.459 -3.918 0.115
59 C 3.111 3.171 3.793
60 C -5.251 0.837 -4.962
61 C 3.405 -0.604 4.872
62 C 2.710 0.412 -1.759
63 C 4.534 -0.489 2.776
64 C -3.876 -0.375 4.717
65 C -1.272 -0.375 -3.802
66 C -5.388 0.065 8.002
67 C 2.129 -3.040 -0.927
68 C -4.769 -0.714 6.861
69 C 1.979 -5.666 1.599
70 C -2.819 -4.654 0.437
71 C -1.495 3.336 -3.946
72 C 3.340 -3.813 -16.547
73 C -2.349 -2.818 1.888
74 C 3.095 0.039 -8.723
75 C 5.295 -1.217 1.672
76 C -3.450 3.308 5.264
77 C 0.028 1.192 0.734
78 C 2.906 0.675 -3.243
79 C 8.355 1.749 3.986
80 C 5.947 0.775 0.532
81 C -4.843 2.323 -1.455
82 C 4.090 0.330 -12.254
83 C -6.887 4.742 5.438
84 C -1.381 -1.555 -1.700
85 C -9.868 3.285 6.975
86 C 2.792 3.780 -0.218
87 C 4.320 -2.119 8.083
88 C 2.687 -0.535 -5.279
89 C -4.916 3.356 5.659
90 C -2.244 -5.802 -0.353
91 C -0.812 -7.645 -0.206
92 C 7.424 -1.602 5.221
93 C 3.605 -1.087 -14.165
94 C -2.490 5.358 -1.048
95 H -2.278 6.310 -1.546
96 H 4.363 -4.169 -16.365
97 H 2.819 -2.383 5.898
98 H -3.306 0.845 -1.108
99 H 2.890 -7.814 -3.873
100 H 2.673 -4.716 -1.858
101 H -5.430 -1.501 6.471
102 H -2.012 5.396 -3.642
103 H 5.021 0.803 -12.597
104 H 4.783 -2.163 1.478
105 H -3.337 4.248 -3.292
106 H -3.757 2.062 -3.122
107 H 3.713 -0.886 -5.440
108 H -1.679 -5.478 -1.233
109 H -9.343 0.990 7.961
110 H 5.321 -2.344 8.447
111 H -3.074 -6.436 -0.688
112 H -0.014 -8.155 0.335
113 H 0.579 -4.445 -0.280
114 H -6.580 1.156 6.788
115 H 5.036 4.930 3.511
116 H 2.760 1.073 -8.618
117 H -1.139 4.445 4.506
118 H 2.395 1.602 -3.532
119 H -4.391 3.287 -1.224
120 H -1.588 -8.406 -0.350
121 H -7.576 0.158 -5.501
122 H 2.547 0.390 -5.856
123 H 3.842 -3.103 7.969
124 H 2.619 -4.597 -16.298
125 H 9.129 2.043 3.267
126 H -3.791 1.759 0.304
127 H 2.046 3.525 0.544
128 H 6.682 -1.788 5.997
129 H -1.303 2.543 2.391
130 H 6.351 1.637 3.965
131 H -4.505 -1.123 4.214
132 H 1.197 -0.593 0.359
133 H 1.911 2.611 -1.449
134 H -5.054 3.295 6.750
135 H 3.331 -3.725 -17.636
136 H -1.854 0.828 2.636
137 H -0.877 3.233 5.790
138 H -4.636 0.055 -3.143
139 H -5.896 1.575 -5.461
140 H 0.685 0.193 -1.808
141 H 4.424 1.315 -10.400
142 H -1.610 1.792 -2.551
143 H -3.849 -1.308 0.003
144 H -5.733 8.302 4.813
145 H -7.235 -1.560 -5.954
146 H 3.089 -0.584 -1.513
147 H -0.362 -7.354 -1.161
148 H -9.657 4.087 6.259
149 H -2.733 -1.955 1.336
150 H 6.906 3.711 4.983
151 H -3.446 -4.048 -0.228
152 H -7.535 4.187 4.753
153 H -4.711 0.897 8.240
154 H -3.793 0.360 3.912
155 H -3.056 2.316 5.533
156 H 5.239 3.483 2.433
157 H 0.603 -4.177 -2.701
158 H 7.144 -2.156 4.315
159 H 9.386 -0.123 4.336
160 H 1.474 -5.108 2.393
161 H -1.648 -1.527 3.507
162 H 5.379 1.509 1.106
163 H 3.746 -1.495 8.771
164 H 2.278 -7.167 -5.364
165 H 3.815 -6.575 -4.760
166 H -2.013 5.355 -0.071
167 H 2.403 -0.649 -8.245
168 H 2.113 0.919 0.620
169 H -1.196 1.063 -5.358
170 H 0.237 -2.185 4.829
171 H 5.086 -1.595 4.470
172 H -10.455 2.611 6.331
173 H 7.488 4.285 3.473
174 H 6.975 0.666 0.881
175 H 5.170 -0.295 -10.531
176 H 3.142 4.795 -0.034
177 H -3.574 5.267 -0.922
178 H 5.094 -1.111 -2.920
179 H 4.027 -3.003 -3.291
180 H 3.607 -0.119 2.336
181 H 2.399 -0.447 4.462
182 H 4.110 -0.110 -8.350
183 H -2.334 -0.627 -3.910
184 H 8.700 2.115 4.966
185 H 8.355 -2.054 5.586
186 H 2.466 -0.959 6.839
187 H 5.126 0.352 3.152
188 H -6.693 6.730 6.173
189 H 0.091 2.255 0.495
190 H -6.323 0.675 -3.069
191 H 2.637 -0.595 -14.324
192 H 1.271 -2.736 -3.496
193 H -4.225 1.076 -5.250
194 H -0.427 3.523 -3.770
195 H -0.838 -2.425 -2.075
196 H 1.264 -6.425 1.260
197 H -3.873 -1.306 7.097
198 H 2.835 -6.201 2.005
199 H -0.379 -2.004 2.347
200 H -0.849 1.595 3.832
201 H 0.046 1.220 -4.121
202 H 4.329 -0.707 -14.885
203 H 4.283 -3.143 -14.336
204 H 1.172 -3.219 3.722
205 H -5.428 -1.426 0.863
206 H 1.115 -3.398 1.014
207 H -3.382 3.434 4.176
208 H -7.440 8.736 4.825
209 H 2.608 4.143 3.826
210 H -6.698 2.099 9.114
211 H 5.952 1.104 -0.509
212 H 2.584 -2.944 -13.898
213 H 2.824 -4.359 -4.750
214 H -3.538 -4.961 1.212
215 H -1.227 -1.398 -0.633
216 H 6.494 -2.233 -2.886
217 H -6.533 8.587 3.257
218 H -5.892 2.414 -1.158
219 H -2.884 -0.790 4.915
220 H -5.551 -0.518 8.909
221 H -5.450 2.502 5.237
222 H 3.001 2.730 2.794
223 H 6.315 -1.535 1.921
224 H -7.523 0.548 9.515
225 H -0.807 4.946 6.181
226 H 3.385 1.106 -1.244
227 H -1.120 -4.408 1.562
228 H 3.312 1.044 -12.556
229 H 5.978 -1.393 -4.369
230 H 3.660 3.136 0.000
231 H 1.507 -2.175 -1.156
232 H -1.666 3.505 -5.010
233 H 8.130 -0.141 3.044
234 H 3.969 0.832 -3.450
235 H -9.149 2.266 9.275
236 H 3.461 -1.596 -12.165
237 H 2.098 -1.298 -5.796
238 H 1.152 -4.799 -4.995
239 H 3.781 0.410 5.073
240 H -10.506 3.675 7.773
241 H 2.995 -2.659 -0.370
242 H -8.333 6.286 5.579
243 H -3.182 -3.150 2.529
244 H -2.450 -1.768 -1.818
245 H -4.978 5.350 5.551
246 H -7.239 -1.027 -4.270
247 H -0.594 -1.135 -4.200
248 H -4.180 -0.361 1.477
249 H -7.084 4.343 6.441
250 H -0.887 0.726 0.354
251 H 0.509 -3.905 5.196
252 H 2.510 2.503 4.413

Energy above the lowest of the compared OMol25 structures with the same formula, charge and spin: 0.0 kcal/mol
DFT total energy: -126788.678 eV
2S+1: 1
HOMO-LUMO gap: 8.7 eV
SMILES: COCCNCCOC.COCCNCCOC.COCCNCCOC.COCCNCCOC.COCCNCCOC.COCCNCCOC.COCCNCCOC.COCCNCCOC.COCCNCCOC.COCCNCCOC.CO.CO
Lowest unoccupied orbital energy: 0.47 eV
Highest occupied orbital energy: -8.21 eV
Max |F|: 1.96 eV Å⁻¹